Entry 1:
Entry from the OMol25 dataset: a structure of composition C4H6CoMgO5 in a non-equilibrium geometry (wB97M-V/def2-TZVPD).

Each line ends with the Mulliken charge.
Atoms and positions in Å:
C1 -1.404 2.541 0.421  0.8032
O1 -0.153 2.440 0.236  -0.4184
O2 -1.967 3.622 0.374  -0.5378
Co1 0.139 4.419 -0.070  0.4519
O3 2.543 -0.374 -0.634  -0.7911
O4 -0.666 -0.096 -1.355  -0.5821
C2 -1.283 -0.841 -0.550  0.1434
C3 -0.371 -1.759 0.234  -0.2964
O5 0.778 -1.055 0.636  -0.5943
C4 2.100 -1.431 0.073  0.0487
Mg1 1.003 0.777 -0.539  0.9311
H1 -2.008 1.433 0.199  0.0685
H2 -2.327 -0.924 -0.198  0.4481
H3 -0.125 -2.634 -0.391  0.3241
H4 -0.922 -2.111 1.122  0.3707
H5 2.722 -1.655 0.958  0.3018
H6 1.940 -2.354 -0.517  0.3286

**Charge**: +1
**2S+1**: 5
**Frontier orbital gap (spin up / spin down)**: 6.8 / 7.3 eV
**HOMO (spin up / spin down)**: -11.68 / -12.95 eV

=====

Entry 2:
Entry from the OMol25 dataset: a structure of composition C4H6CrLiO2 in a non-equilibrium geometry (wB97M-V/def2-TZVPD).

Each line ends with the Mulliken charge.
Atoms and positions in Å:
O1 -1.627 0.952 -0.010  -0.8139
Cr1 0.144 1.586 -0.222  0.4574
C1 -2.013 -0.377 -0.075  -0.3300
C2 -0.985 -1.345 0.525  -0.7128
H1 -2.968 -0.539 0.469  0.3084
H2 -1.014 -1.159 1.613  0.3251
H3 -1.327 -2.387 0.403  0.3061
H4 -2.222 -0.698 -1.120  0.2875
C3 0.527 -1.226 -1.033  -0.7140
C4 0.678 -1.121 0.337  0.2783
O2 1.530 -1.109 1.289  -0.7648
Li1 2.558 0.567 0.739  -0.0886
H5 -0.184 -0.961 -1.818  0.2331
H6 1.473 -1.404 -1.559  0.2283

**Charge**: -1
**2S+1**: 5
**Frontier orbital gap (spin up / spin down)**: 4.7 / 4.1 eV
**HOMO (spin up / spin down)**: -2.28 / -1.40 eV

=====

Entry 3:
Entry from the OMol25 dataset: a structure of composition C4H6CrMgO5 in a non-equilibrium geometry (wB97M-V/def2-TZVPD).

Each line ends with the Mulliken charge.
Atoms and positions in Å:
O1 2.139 0.465 0.918  -0.7958
C1 2.399 0.388 -0.443  -0.2877
C2 1.245 -0.248 -1.215  -0.3920
O2 0.063 0.407 -0.738  -0.1719
C3 -1.188 0.089 -1.222  -0.4517
Cr1 0.309 0.746 1.265  0.8938
H1 3.303 -0.211 -0.668  0.3178
H2 2.569 1.400 -0.867  0.2533
H3 1.152 -1.322 -0.992  0.2848
H4 1.320 -0.092 -2.300  0.3354
H5 -1.726 -0.754 -0.785  0.1921
H6 -1.275 0.248 -2.300  0.3442
O3 -1.842 1.194 0.802  -0.6754
C4 -2.101 0.349 1.786  1.1055
O4 -1.015 -0.251 2.283  -0.6786
O5 -3.181 -0.319 1.866  -0.7333
Mg1 -2.172 -2.089 2.612  0.4594

**2S+1**: 5
**Frontier orbital gap (spin up / spin down)**: 3.2 / 3.2 eV
**HOMO (spin up / spin down)**: -5.84 / -5.86 eV

=====

Entry 4:
Entry from the OMol25 dataset: a structure of composition C4H6CsLiO2 in a non-equilibrium geometry (wB97M-V/def2-TZVPD).

Each line ends with the Mulliken charge.
Atoms and positions in Å:
O1 1.333 1.296 1.033  -0.5752
C1 2.482 0.902 1.650  -0.0027
C2 2.761 1.502 2.860  -0.7558
Cs1 1.353 -1.282 -1.376  0.5431
Li1 -0.675 0.741 2.823  0.3105
H1 2.223 2.413 3.197  0.2570
H2 3.636 1.217 3.450  0.1950
C3 -1.236 -3.406 2.052  0.2902
C4 -1.166 -3.313 3.386  -0.8375
O2 -0.225 -3.791 1.229  -0.4707
H3 -2.142 -3.186 1.486  0.3046
H4 -2.070 -3.065 3.943  0.2473
H5 -0.260 -3.572 3.937  0.2166
H6 0.523 -4.134 1.735  0.2777

**Frontier orbital gap (spin up / spin down)**: 5.5 / 2.6 eV
**HOMO (spin up / spin down)**: -6.51 / -3.48 eV

=====

Entry 5:
Entry from the OMol25 dataset: a structure of composition C4H6CsO3 in a non-equilibrium geometry (wB97M-V/def2-TZVPD).

Each line ends with the Mulliken charge.
Atoms and positions in Å:
O1 -0.260 -0.822 -0.869  -0.6110
O2 0.840 1.127 -0.695  -0.1940
O3 1.987 -0.849 -1.031  -0.5606
C1 1.962 1.755 -0.600  0.0720
C2 1.740 3.185 -0.280  -0.9364
C3 0.859 -0.361 -0.905  0.5126
H1 2.238 3.781 -1.062  0.2572
H2 0.682 3.477 -0.193  0.2535
H3 2.288 3.413 0.647  0.2631
Cs1 4.828 -0.569 -1.182  0.9406
C4 -4.262 -3.517 1.517  -0.7443
H4 -3.679 -4.426 1.658  0.2489
H5 -5.031 -3.483 0.747  0.2532
H6 -4.192 -2.712 2.248  0.2452

**2S+1**: 2
**Frontier orbital gap**: 6.8 eV
**HOMO**: -7.55 eV

=====

Entry 6:
Entry from the OMol25 dataset: a structure of composition C4H6CsO3 in a non-equilibrium geometry (wB97M-V/def2-TZVPD).

Each line ends with the Mulliken charge.
Atoms and positions in Å:
H1 -0.525 -0.994 -1.020  0.1599
O1 -0.056 -1.386 0.784  -0.3809
Cs1 5.625 1.319 -1.348  1.0001
O2 1.814 0.141 -0.311  -0.5323
C1 0.613 -0.029 -0.149  0.5664
O3 -0.244 0.950 -0.116  -0.1946
C2 0.168 2.276 0.226  -0.5847
C3 -0.930 -1.955 -0.011  0.3725
C4 -2.071 -2.563 0.258  -0.7298
H2 -0.750 2.810 0.484  0.2412
H3 0.839 2.251 1.093  0.3114
H4 0.616 2.750 -0.656  0.2567
H5 -2.934 -2.381 -0.380  0.2486
H6 -2.166 -3.189 1.145  0.2654

**Charge**: +1
**Frontier orbital gap (spin up / spin down)**: 6.9 / 6.9 eV
**HOMO (spin up / spin down)**: -10.92 / -10.92 eV

=====

Entry 7:
Entry from the OMol25 dataset: a structure of composition C4H6CuO7 in a non-equilibrium geometry (wB97M-V/def2-TZVPD).

Each line ends with the Mulliken charge.
Atoms and positions in Å:
O1 -1.277 -3.937 0.365  -0.7150
C1 -1.296 -2.718 0.666  0.8527
O2 -2.239 -2.129 1.246  -0.6549
O3 -0.171 -2.031 0.356  -0.1701
O4 1.248 1.292 0.129  -0.6424
C2 1.119 -0.093 -0.066  -0.4405
C3 -0.144 -0.625 0.587  -0.2633
Cu1 -3.222 -3.912 1.157  0.4708
H1 1.996 -0.596 0.375  0.2801
H2 1.108 -0.324 -1.144  0.2540
H3 -1.025 -0.147 0.143  0.2850
H4 -0.133 -0.420 1.668  0.2143
C4 0.523 2.364 -1.025  0.7781
O5 -0.527 1.949 -1.588  -0.7609
O6 0.435 3.565 -0.279  -0.4996
H5 -0.422 3.544 0.158  0.2884
O7 1.698 2.425 -1.751  -0.6861
H6 2.330 1.793 -0.998  0.4094

**Charge**: -1
**Frontier orbital gap**: 5.3 eV
**HOMO**: -4.46 eV

=====

Entry 8:
Entry from the OMol25 dataset: a structure of composition C4H6ErO2 in a non-equilibrium geometry (wB97M-V/def2-TZVPD).

Each line ends with the Mulliken charge.
Atoms and positions in Å:
O1 2.021 -0.975 2.068  -0.4740
C1 1.107 -0.159 1.425  -0.7567
C2 0.338 -0.564 0.389  0.1460
C3 -0.848 0.206 -0.056  -0.2453
C4 -1.046 0.635 -1.515  -0.2465
O2 -0.295 -0.105 -2.440  -0.5363
Er1 1.427 -0.832 -1.733  1.3831
H1 1.580 -1.493 2.747  0.3405
H2 1.006 0.845 1.869  0.3224
H3 -1.002 1.101 0.576  0.2947
H4 -1.351 -0.902 0.020  0.2016
H5 -0.816 1.719 -1.590  0.2858
H6 -2.122 0.524 -1.759  0.2847

**Charge**: +1
**2S+1**: 4
**Frontier orbital gap (spin up / spin down)**: 6.0 / 6.1 eV
**HOMO (spin up / spin down)**: -12.01 / -12.04 eV

=====

Entry 9:
Entry from the OMol25 dataset: a structure of composition C4H6F12InN4O18S8 in a non-equilibrium geometry (wB97M-V/def2-TZVPD).

Each line ends with the Mulliken charge.
Atoms and positions in Å:
In1 0.303 0.002 0.839  0.9756
C1 -3.864 0.729 -4.302  0.7080
F1 -4.349 1.827 -4.979  -0.2078
F2 -4.556 -0.380 -4.691  -0.2353
F3 -2.631 0.531 -4.489  -0.1717
S1 -4.274 0.879 -2.434  0.9643
O1 -3.227 1.679 -1.874  -0.5938
O2 -5.628 1.304 -2.253  -0.5257
N1 -3.913 -0.705 -1.850  -0.3596
S2 -5.302 -1.353 -1.637  1.0500
O3 -6.017 -0.908 -0.400  -0.5173
O4 -6.230 -1.347 -2.716  -0.4884
C2 -4.702 -3.175 -1.307  0.6178
F4 -3.961 -3.353 -0.239  -0.1954
F5 -5.719 -4.005 -1.192  -0.2003
F6 -3.993 -3.606 -2.442  -0.2448
N2 2.643 3.712 -1.502  -0.1430
S3 3.586 4.070 -2.664  1.1447
O5 4.926 4.357 -2.152  -0.4909
O6 3.204 4.639 -3.913  -0.4931
F7 3.854 2.623 -3.208  -0.2801
S4 2.366 5.358 -1.354  1.0849
O7 1.322 5.897 -2.163  -0.4991
O8 3.383 6.256 -0.864  -0.4889
F8 1.480 5.095 -0.028  -0.2860
N3 -2.483 1.511 4.603  -0.1578
S5 -2.681 2.887 5.283  1.1027
O9 -2.514 2.891 6.773  -0.4851
O10 -3.693 3.827 4.772  -0.4725
F9 -1.331 3.579 4.822  -0.2423
S6 -3.913 0.872 5.341  1.0786
O11 -5.149 1.468 4.959  -0.4750
O12 -3.845 0.365 6.746  -0.5029
F10 -3.913 -0.517 4.445  -0.2717
N4 4.794 -0.585 2.956  -0.0471
S7 6.265 -1.220 2.561  1.0505
O13 6.533 -2.565 3.030  -0.5337
O14 7.362 -0.328 2.192  -0.4783
F11 5.662 -1.561 1.030  -0.3399
S8 5.397 0.093 4.241  1.0016
O15 6.214 1.318 4.116  -0.4642
O16 5.277 -0.525 5.562  -0.5258
F12 3.982 0.959 4.238  -0.3618
C3 2.152 -4.925 -2.043  -0.3175
C4 1.515 -3.928 -3.038  -0.5068
O17 1.966 -2.637 -2.778  -0.4819
O18 1.660 -4.616 -0.754  -0.5169
H1 3.231 -4.830 -2.163  0.2582
H2 1.994 -5.964 -2.332  0.3374
H3 0.430 -3.843 -3.100  0.2635
H4 1.851 -4.278 -4.014  0.3541
H5 2.497 -2.357 -3.527  0.3067
H6 2.039 -5.216 -0.108  0.3041

**Charge**: -1
**Frontier orbital gap**: 1.4 eV
**HOMO**: -8.26 eV

=====

Number 1: molecular weight 217.3 g mol⁻¹. Number 2: molecular weight 145.0 g mol⁻¹. Number 3: molecular weight 210.4 g mol⁻¹. Number 4: molecular weight 225.9 g mol⁻¹. Number 5: molecular weight 235.0 g mol⁻¹. Number 6: molecular weight 235.0 g mol⁻¹. Number 7: molecular weight 229.6 g mol⁻¹. Number 8: molecular weight 253.4 g mol⁻¹. Number 9: molecular weight 997.4 g mol⁻¹.